No. 1
Molecular formula: CH5O2PS2
Method: DFT, wB97M-V/def2-TZVPD

Calculated values
SMILES ... O[C@@H](S)P(O)S
Gap between HOMO and LUMO ... 8.661 eV
Charge ... 0

```
11
Properties=species:S:1:pos:R:3:forces:R:3
C -1.1559 -0.3032 -0.3708 1.01 2.58 2.76
O 1.5707 1.7031 0.7358 -3.72 1.13 -2.19
O -1.1433 -1.2564 0.6207 1.31 -1.84 -0.62
P 0.5811 0.9182 -0.4808 0.60 0.05 0.52
S -2.7293 0.5819 -0.4200 0.80 -0.36 -0.60
S 1.8238 -0.8597 -0.4582 -0.04 0.85 -0.35
H -0.9296 -0.5856 -1.3241 0.53 -1.42 -2.83
H 2.1776 1.1222 1.1035 1.61 -1.96 1.41
H -0.3744 -1.8897 0.4261 -1.62 1.25 0.58
H -2.6304 0.5343 0.8725 -0.61 0.41 1.42
H 2.8097 0.0348 -0.7046 0.13 -0.69 -0.10
```
Forces are in eV/Å.

Results of the Löwdin charge analysis, in e, for atoms 1 through 4: C -0.944; O -0.418; O -0.163; P 0.711


No. 2
Molecular formula: C4H3NO
Method: DFT, wB97M-V/def2-TZVPD

Calculated values
Gap between HOMO and LUMO (spin up / spin down) ... 7.906 / 7.899 eV
Charge ... 0

```
9
Properties=species:S:1:pos:R:3:forces:R:3
C 0.2641 -0.0308 0.1624 -1.21 -0.05 -0.30
C 1.8791 0.0545 -0.0037 -2.68 -0.76 2.48
C -0.9817 -0.1456 0.8363 3.75 0.62 -1.43
C -1.5749 -0.0118 -0.5700 0.44 -0.01 0.08
N -0.4737 0.0650 -1.1931 -0.17 0.09 -0.52
O 2.4092 0.3796 -1.0082 -0.10 0.15 -0.41
H 2.3774 -0.2791 0.9307 0.30 0.22 -0.36
H -1.3383 -0.0846 1.8405 0.02 -0.17 0.49
H -2.5611 0.0527 -0.9949 -0.35 -0.07 -0.03
```
Forces are in eV/Å.

Results of the Löwdin charge analysis, in e, for atoms 1 through 4: C -0.089; C -0.218; C 0.035; C -0.163


No. 3
Molecular formula: C32H56N8
Method: DFT, wB97M-V/def2-TZVPD

Calculated values
SMILES ... CCCC#N.CCCC#N.CCCC#N.CCCC#N.CCCC#N.CCCC#N.CCCC#N.CCCC#N
Gap between HOMO and LUMO ... 11.541 eV
Charge ... 0

```
96
Properties=species:S:1:pos:R:3:forces:R:3
C -5.7299 3.9062 2.4054 -0.69 -0.40 0.14
C -4.7756 4.9708 1.9183 -0.17 -0.55 -0.60
C -5.5152 6.0883 1.1635 0.63 0.71 -0.19
C -6.3837 5.7046 0.0561 -2.70 -1.68 -2.63
N -7.0931 5.4058 -0.8408 2.36 1.00 2.85
H -6.5009 4.2542 3.0929 0.19 0.33 0.24
H -5.2360 3.0595 2.8821 0.12 0.08 -0.07
H -6.3076 3.5328 1.5599 0.13 -0.22 -0.13
H -4.1056 4.4808 1.2118 0.11 0.05 -0.16
H -4.1148 5.3280 2.7081 -0.32 0.46 0.02
H -4.8080 6.7176 0.6232 0.40 0.29 0.41
H -6.0821 6.7496 1.8187 -0.04 -0.10 0.13
C -4.0714 -2.4581 2.3419 -0.49 -0.26 0.95
C -4.1963 -3.3441 3.6445 0.70 1.05 -1.01
C -3.1797 -2.9765 4.7435 0.15 0.36 0.51
C -3.1201 -1.5689 5.1747 -0.13 0.89 -0.73
N -3.0857 -0.4546 5.4748 -0.02 -0.76 -0.07
H -4.2527 -1.4138 2.5964 0.14 0.08 0.01
H -4.8539 -2.7308 1.6338 -0.01 -0.15 0.04
H -3.1211 -2.5347 1.8135 0.13 -0.14 0.30
H -3.9702 -4.3668 3.3427 -0.34 -0.12 0.28
H -5.2080 -3.2441 4.0378 0.02 -0.23 -0.08
H -2.1736 -3.2736 4.4473 0.05 0.04 -0.03
H -3.3822 -3.4439 5.7071 -0.15 -0.75 -0.20
C 8.6588 -1.7962 -4.8115 0.13 0.95 -0.26
C 7.5571 -2.7097 -4.3266 0.41 0.24 -0.33
C 6.4893 -2.0476 -3.4082 0.09 -0.52 -0.55
C 5.5997 -1.0795 -4.1030 0.20 0.16 -0.46
N 4.9490 -0.3300 -4.6963 0.49 -0.68 0.62
H 9.2180 -2.2610 -5.6234 0.08 -0.09 0.12
H 9.3544 -1.5238 -4.0177 0.05 -0.11 0.07
H 8.2806 -0.8542 -5.2088 -0.16 0.06 -0.09
H 8.1183 -3.5071 -3.8393 -0.66 -0.22 0.56
H 7.1184 -3.1668 -5.2135 -0.48 0.03 0.18
H 6.9522 -1.5499 -2.5560 0.02 0.02 -0.03
H 5.8686 -2.8596 -3.0293 -0.17 0.16 0.19
C -4.9144 1.7762 -4.1437 -0.76 -0.09 -0.98
C -4.6699 1.1041 -5.5573 0.66 -0.09 1.49
C -5.5699 -0.0980 -5.8456 -0.71 -0.46 0.76
C -5.6068 -1.1394 -4.7632 0.47 -0.20 0.60
N -5.6201 -1.8989 -3.8846 -0.01 1.01 -1.30
H -4.3774 2.7117 -3.9866 0.15 -0.09 -0.35
H -4.8068 1.2014 -3.2238 0.46 -0.61 -0.44
H -5.9753 2.0262 -4.1359 -0.15 0.30 0.03
H -3.6515 0.7357 -5.6810 0.23 0.21 0.27
H -4.8015 1.8504 -6.3408 -0.22 -0.01 0.06
H -5.2929 -0.5743 -6.7860 -0.02 -0.04 0.05
H -6.6092 0.2204 -5.9263 -0.09 0.09 -0.20
C -1.1035 -2.6843 -8.2344 0.00 0.59 0.91
C -0.7550 -3.3849 -6.8775 0.10 0.47 -1.30
C -1.3156 -4.7930 -6.7453 -0.71 -0.87 -0.49
C -1.4977 -5.5573 -8.0171 0.71 1.18 1.54
N -1.6182 -6.1021 -9.0100 -0.19 -0.60 -0.95
H -2.1675 -2.6033 -8.4565 -0.13 -0.63 0.05
H -0.5665 -3.1017 -9.0862 -0.16 -0.23 0.15
H -0.8297 -1.6308 -8.1773 0.41 0.04 0.11
H -1.1154 -2.8246 -6.0148 -0.04 0.17 -0.15
H 0.3327 -3.3922 -6.8080 0.03 -0.13 0.06
H -2.3215 -4.7422 -6.3284 -0.06 0.03 0.13
H -0.7322 -5.4064 -6.0587 0.04 0.00 -0.04
C -0.0436 0.7695 0.2589 0.18 -0.58 -0.57
C 0.1618 -0.0476 -1.0417 -0.08 -0.14 0.13
C 1.0710 -1.3111 -0.9601 -0.49 -0.01 0.98
C 0.7791 -2.1736 0.1942 -0.53 -0.41 0.77
N 0.5483 -2.8561 1.0971 0.16 0.51 -0.63
H 0.9173 1.0446 0.6937 -0.10 0.18 0.09
H -0.6256 0.2121 0.9929 0.21 -0.23 0.04
H -0.6501 1.6489 0.0424 0.28 0.16 -0.09
H 0.5849 0.5616 -1.8404 0.07 0.20 0.12
H -0.8302 -0.3250 -1.3984 0.01 -0.29 -0.05
H 2.1213 -1.0617 -0.8087 0.07 0.25 -0.46
H 0.9446 -1.9725 -1.8172 0.20 0.35 -0.29
C 5.9569 -1.3679 6.9891 0.75 -0.04 0.19
C 4.7886 -2.2190 6.5235 -0.50 -0.09 -0.38
C 3.9618 -1.5154 5.4604 -0.52 0.69 -0.19
C 4.6944 -1.2011 4.2473 1.23 0.28 -1.59
N 5.2878 -0.9230 3.2901 -0.74 -0.37 1.15
H 6.8199 -1.4682 6.3309 0.00 -0.17 -0.07
H 6.2918 -1.6156 7.9964 -0.03 -0.25 -0.04
H 5.7773 -0.2932 7.0171 -0.54 0.01 -0.08
H 4.1089 -2.4942 7.3299 0.06 0.19 0.15
H 5.0573 -3.1611 6.0455 0.60 -0.11 0.36
H 3.6294 -0.5366 5.8062 -0.26 0.00 0.30
H 3.0787 -2.0757 5.1532 -0.04 -0.11 0.17
C 1.6891 4.0232 5.6260 0.13 0.56 0.07
C 2.7708 4.9859 5.0395 -1.02 -1.52 -0.25
C 3.5996 5.7591 6.0854 -0.47 -0.38 -0.38
C 4.3413 4.8583 7.0014 0.27 0.18 0.18
N 4.9323 4.2087 7.7510 -0.50 0.37 -0.64
H 0.9596 4.5791 6.2151 0.08 0.06 0.25
H 2.0884 3.2152 6.2390 0.18 0.14 0.05
H 1.0959 3.5583 4.8385 0.24 0.01 -0.22
H 2.2216 5.5911 4.3182 0.22 0.81 0.40
H 3.3586 4.3622 4.3661 0.67 0.09 0.30
H 2.9293 6.3773 6.6825 -0.06 -0.10 0.19
H 4.2708 6.4679 5.6004 0.27 -0.24 0.04
```
Forces are in eV/Å.

Results of the Löwdin charge analysis, in e, for atoms 1 through 4: C -0.119; C -0.252; C -0.199; C -0.234


Energy above the lowest of the compared OMol25 structures with the same formula, charge and spin (kcal/mol)
72.7, 84.6, 44.1
Molecular weight (g/mol)
144.2, 81.1, 552.9